<a>
ORCA calculation (ωB97M-V/def2-TZVPD) on a cluster of 2 separate species, C2H3N3O3 in total.

The geometry in XYZ format:
```
11
Properties=species:S:1:pos:R:3:nbo_charge:R:1
N -0.3502 -0.7420 2.1253 -0.3332
C -0.0367 -0.9719 1.0528 0.3583
N 0.1424 -1.3527 -0.2198 0.0599
O 1.3974 -1.7723 -0.7956 -0.5270
O -0.6039 -0.8312 -1.2717 -0.5403
H 1.7409 -2.4882 -0.2279 0.4806
H -0.3698 0.0197 -1.7389 0.4985
N -0.7667 1.8907 0.8516 -0.7355
C -0.1961 2.0026 -0.1670 0.8497
O 0.4291 1.9878 -1.1496 -0.5629
H -1.3866 2.2574 1.5408 0.4518
```

Summary:
**Total charge**: 0
**Structure (SMILES)**: N#CN(O)O.N=C=O
**Lowest unoccupied orbital energy**: 0.0186 Eh
**Highest occupied orbital energy**: -0.354 Eh

=====

<b>
ORCA calculation (ωB97M-V/def2-TZVPD) on the molecule C2H3N3O3.

The geometry in XYZ format:
```
11
Properties=species:S:1:pos:R:3:nbo_charge:R:1
O 1.1988 -1.4071 -1.1704 -0.5547
C 0.2332 -1.0028 -0.5403 0.6875
O -0.6395 -1.7636 0.2042 -0.3241
N -1.5662 -0.9102 0.7840 -0.1364
N -1.0257 0.4012 0.7777 -0.2450
C -0.0414 0.3597 -0.0742 0.1940
N 0.7076 1.4141 -0.5179 -0.3019
O 0.8593 2.4540 0.4032 -0.5469
H -1.6330 -1.1762 1.7889 0.3655
H 1.6530 1.1010 -0.8097 0.3804
H 0.6710 3.3314 -0.0951 0.4815
```

Summary:
**Total charge**: 0
**Structure (SMILES)**: O=c1o[nH]nc1NO
**Lowest unoccupied orbital energy**: 0.0085 Eh
**Highest occupied orbital energy**: -0.342 Eh

=====

<b> comes first in stability; the runner-up is 0.0399 hartree higher.

=====

<a>
ORCA calculation (ωB97M-V/def2-TZVPD) on the molecule C2H3N3O3.

The geometry in XYZ format:
```
11
Properties=species:S:1:pos:R:3:nbo_charge:R:1
O 1.4941 0.8774 2.3270 -0.5529
N 0.9836 1.5675 1.2893 -0.1306
C 0.1508 0.7869 0.5042 0.6161
O -0.0893 -0.6182 0.9430 -0.4034
N 0.0439 -1.6434 0.0063 -0.0804
C -0.6064 -1.1653 -1.1273 0.1349
N -1.2531 0.1908 -1.2623 -0.3358
O -0.4612 1.3725 -0.5582 -0.3303
H 1.4789 -0.1546 2.3107 0.4762
H -0.4982 -1.6677 -2.1623 0.2190
H -1.2431 0.4541 -2.2704 0.3872
```

Summary:
**Total charge**: 0
**Structure (SMILES)**: O/N=C1\ON=CNO1
**Lowest unoccupied orbital energy**: -0.0182 Eh
**Highest occupied orbital energy**: -0.327 Eh

=====

<b>
ORCA calculation (ωB97M-V/def2-TZVPD) on a cluster of 2 separate species, C2H3N3O3 in total.

The geometry in XYZ format:
```
11
Properties=species:S:1:pos:R:3:nbo_charge:R:1
H -0.4659 1.6414 -0.2346 0.4218
N 0.5051 1.2404 -0.0277 -0.5071
C 0.6249 0.2338 0.7326 0.2264
C -0.5365 -0.5006 1.1419 0.2090
N -1.5656 -0.9675 1.1700 -0.2458
N 1.9363 -0.4898 0.6080 0.5315
O 2.8867 -0.3782 1.2599 -0.2807
O 1.7317 -1.2219 -0.3332 -0.3671
O -1.7519 0.4752 -1.4424 -0.9960
H -0.9253 0.0971 -1.8271 0.4974
H -2.4396 -0.1301 -1.0473 0.5106
```

Summary:
**Total charge**: 0
**Structure (SMILES)**: [H]/N=C(\C#N)[N+](=O)[O-].O
**Lowest unoccupied orbital energy**: -0.0289 Eh
**Highest occupied orbital energy**: -0.418 Eh

=====

<b> comes first in stability; the runner-up is 0.1015 hartree higher.

=====

<a>
ORCA calculation (ωB97M-V/def2-TZVPD) on a structure of composition C2H15N2O4.

The geometry in XYZ format:
```
23
Properties=species:S:1:pos:R:3:nbo_charge:R:1
C -1.2347 0.2418 -0.5005 -0.3191
C -0.1181 -0.8366 -0.2919 0.1602
N 0.5579 -1.0067 -1.4946 -0.7593
N -0.7875 1.5224 -0.0143 -0.3646
H -2.1292 -0.1766 0.0021 0.3469
H -0.5808 -1.6844 0.2318 0.2935
H 0.3507 -1.8557 -2.0035 0.4148
H 1.4971 -0.6116 -1.7131 0.4716
H 1.2282 0.4572 0.6268 0.4273
H 0.2008 1.6744 -0.3267 0.3798
H -1.3616 2.2641 0.3504 0.4295
H -1.4150 0.3362 -1.5917 0.3260
H -0.4006 -0.4557 3.5445 0.4942
O -0.5213 -0.6266 2.6041 -0.9149
H 3.7751 0.1203 -1.3232 0.5122
H 0.6433 -0.0516 0.3320 -0.0961
O 2.8288 -0.0198 -1.2176 -1.0019
H 2.3202 0.9049 -1.0114 0.5018
H 1.1905 2.4962 -1.5059 0.5065
O 1.1828 1.8059 -0.8332 -0.9464
H -1.4903 -0.8089 2.2727 0.4882
H -3.2582 -1.8254 1.8477 0.4867
O -2.4945 -1.3456 1.4907 -0.8368
```

Summary:
**Total charge**: +1
**Lowest unoccupied orbital energy**: -0.3369 Eh
**Highest occupied orbital energy**: -0.501 Eh

=====

<b>
ORCA calculation (ωB97M-V/def2-TZVPD) on a cluster of 6 separate species, C2H15N2O4 in total.

The geometry in XYZ format:
```
23
Properties=species:S:1:pos:R:3:nbo_charge:R:1
C -0.7255 -1.6340 -1.0588 0.0066
C -1.8988 -1.0556 -1.4914 0.0884
N -1.9476 0.3349 -1.4487 -0.4658
N 3.6616 -0.4137 1.9065 -1.0550
H 0.0214 -1.0784 -0.4674 0.2842
H -2.8212 -1.5164 -2.0291 0.2889
H -2.8670 0.6599 -1.6864 0.4300
H -1.4412 0.9855 -0.8113 0.4823
H 3.4578 -0.4319 0.8843 0.3631
H 4.0163 -1.2923 2.2552 0.3778
H 2.7749 -0.1214 2.3397 0.3511
H 1.8328 2.3174 -0.0280 0.5069
H 0.5097 1.4471 0.3918 0.5030
O 1.1072 1.7865 -0.2631 -0.9645
H 1.3382 0.9712 -1.4686 0.4794
H 1.7187 0.9416 -2.9482 0.4756
O 1.5148 0.3486 -2.2241 -0.9586
H -0.5193 -2.6845 -1.1927 0.2441
H -0.1060 0.1477 2.0076 0.4789
O -0.4510 0.5140 1.1356 -0.9070
H -2.3111 0.0784 1.6729 0.4954
H -3.6210 -0.0818 2.7219 0.5009
O -3.2437 -0.2229 1.8022 -1.0057
```

Summary:
**Total charge**: +1
**Lowest unoccupied orbital energy**: -0.3591 Eh
**Highest occupied orbital energy**: -0.461 Eh

=====

<b> comes first in stability; the runner-up is 0.2002 hartree higher.

=====

<a>
ORCA calculation (ωB97M-V/def2-TZVPD) on a cluster of 2 separate species, C4H9O2S in total.

The geometry in XYZ format:
```
16
Properties=species:S:1:pos:R:3:nbo_charge:R:1
C 1.4170 1.1699 0.0041 -0.8986
C -2.6813 0.6495 -0.4709 -0.7156
C -2.0959 -0.6913 -0.2168 -0.2401
C 1.9983 -1.2429 0.7913 -0.9025
O 3.0758 -0.3975 -1.5163 -0.9782
O 3.8339 0.3681 0.8054 -1.0069
S 2.7564 -0.0115 -0.1239 2.0806
H 0.6229 0.7872 -0.5043 0.1551
H 1.0461 1.7817 0.9270 0.1940
H -3.5753 0.6362 -1.0818 0.2141
H -2.9897 0.9491 0.5303 0.2030
H -1.8374 1.3360 -0.6177 0.2406
H -1.8259 -1.3941 -1.0299 0.1573
H -2.6651 -1.2723 0.5931 0.1367
H 1.3794 -1.8898 0.2350 0.1689
H 1.5409 -0.7786 1.6753 0.1917
```

Summary:
**Total charge**: -1
**Lowest unoccupied orbital energy (spin up / spin down)**: 0.1274 / 0.1082 Eh
**Highest occupied orbital energy (spin up / spin down)**: -0.116 / -0.101 Eh

=====

<b>
ORCA calculation (ωB97M-V/def2-TZVPD) on a cluster of 2 separate species, C4H9O2S in total.

The geometry in XYZ format:
```
16
Properties=species:S:1:pos:R:3:nbo_charge:R:1
C 0.0098 1.2951 -0.1512 0.1360
C -1.1097 0.9159 -1.1983 -0.7598
C -0.5013 1.3749 1.1819 -0.8597
C 1.5062 -2.2461 -0.1198 -0.8632
O -0.0274 -1.1823 1.6730 -1.0594
O -0.6410 -3.3416 0.8508 -1.0694
S -0.2318 -1.9430 0.4290 1.4900
H -0.9167 0.7483 -2.2541 0.2097
H -1.9052 0.3428 -0.7183 0.2108
H -1.4806 1.9648 -1.2358 0.2120
H -1.6058 1.7433 1.2470 0.1597
H 0.0896 2.0524 1.8314 0.2049
H -0.3509 0.3552 1.5743 0.3759
H 1.2956 -3.0060 -0.9913 0.1962
H 1.8389 -1.3590 -0.5552 0.2008
H 2.1828 -2.6208 0.7263 0.2155
```

Summary:
**Total charge**: -1
**Lowest unoccupied orbital energy**: 0.1461 Eh
**Highest occupied orbital energy**: -0.131 Eh

=====

<c>
ORCA calculation (ωB97M-V/def2-TZVPD) on a cluster of 2 separate species, C4H9O2S in total.

The geometry in XYZ format:
```
16
Properties=species:S:1:pos:R:3:nbo_charge:R:1
C 1.1354 1.1471 0.2289 -0.2120
C 2.0155 -1.3219 0.4063 -0.6330
C -2.9162 1.1438 0.0405 -0.8491
C 1.9625 0.0214 -0.3011 -0.5872
O -1.6044 -1.3471 0.1649 -1.0356
O -1.4656 0.0747 -1.8480 -1.0510
S -1.3296 0.0331 -0.3363 1.5758
H 0.6414 0.6847 1.1736 0.0940
H 1.0392 -1.6702 0.7055 0.2362
H 2.5001 -2.1271 -0.1237 0.1930
H 2.4497 -1.1878 1.3362 0.1858
H -3.5571 0.9686 -0.8985 0.2266
H -3.3589 1.0249 1.0414 0.1919
H -2.4723 2.1243 0.0304 0.1988
H 2.9823 0.4367 -0.1835 0.2292
H 1.9780 -0.0051 -1.4366 0.2366
```

Summary:
**Total charge**: -1
**Lowest unoccupied orbital energy**: 0.1450 Eh
**Highest occupied orbital energy**: -0.131 Eh

=====

<c> comes first in stability; the runner-up is 0.0047 hartree higher.

=====

<a>
ORCA calculation (ωB97M-V/def2-TZVPD) on a cluster of 2 separate species, C4H9O2S in total.

The geometry in XYZ format:
```
16
Properties=species:S:1:pos:R:3:nbo_charge:R:1
C 0.8371 1.9576 1.6532 -0.8097
S 1.7292 3.1506 0.7636 -0.0515
H 1.6881 2.6987 -0.4993 0.1385
H 0.9556 1.9828 2.7415 0.2221
H 1.0876 0.8890 1.5189 0.2861
H -0.2393 1.9635 1.4634 0.2070
C -0.8956 -1.1586 -0.1785 -0.5205
C -1.3097 -1.0220 -1.6025 -0.6007
C 0.5500 -1.7134 -0.0962 0.7623
O 1.4537 -0.8354 -0.1928 -0.8132
O 0.6394 -2.9535 -0.0789 -0.7773
H -0.8567 -0.1040 0.1504 0.1802
H -1.5080 -1.7805 0.4735 0.1947
H -1.2838 -1.9954 -2.1089 0.1966
H -0.5510 -0.4708 -2.1701 0.2086
H -2.2966 -0.6087 -1.8374 0.1769
```

Summary:
**Total charge**: -1
**Lowest unoccupied orbital energy**: 0.1171 Eh
**Highest occupied orbital energy**: -0.150 Eh

=====

<b>
ORCA calculation (ωB97M-V/def2-TZVPD) on the ion C4H9O2S with charge -1.

The geometry in XYZ format:
```
16
Properties=species:S:1:pos:R:3:nbo_charge:R:1
C -0.1694 -1.4059 -1.6608 -0.6354
C 0.6591 -0.0844 -1.5150 -0.4588
C 0.9133 0.3355 -0.1266 -0.7632
S -0.7871 0.4069 0.8404 1.9698
C -0.0180 1.3215 2.2633 -0.8647
O -1.2267 -0.8876 1.4846 -1.0157
O -1.7202 1.3357 0.2165 -1.0000
H 0.3428 -2.3592 -1.7201 0.1814
H -0.7973 -1.4580 -0.7879 0.2209
H -0.8028 -1.4000 -2.5572 0.1752
H 1.6612 -0.2241 -1.9752 0.1845
H 0.2250 0.6357 -2.1930 0.1863
H 1.2687 -0.5810 0.4065 0.1417
H 0.4850 0.4955 2.7728 0.2203
H 0.7317 1.9657 1.7446 0.2517
H -0.7653 1.9035 2.8073 0.2059
```

Summary:
**Total charge**: -1
**Structure (SMILES)**: CCC=[S@](C)(=O)[O-]
**Lowest unoccupied orbital energy**: 0.1448 Eh
**Highest occupied orbital energy**: -0.101 Eh

=====

<a> comes first in stability; the runner-up is 0.1034 hartree higher.

=====

<a>
ORCA calculation (ωB97M-V/def2-TZVPD) on a cluster of 2 separate species, C4H9O2S in total.

The geometry in XYZ format:
```
16
Properties=species:S:1:pos:R:3:nbo_charge:R:1
O 0.6359 -2.4365 0.6090 -0.7902
C 0.4941 -1.8930 1.7282 0.6304
O 0.6227 -0.6821 2.0191 -0.8082
H 0.2322 -2.5839 2.5638 0.0001
C -0.0627 -0.5653 -2.1753 -0.6201
C -0.1566 -0.0015 -0.7785 -0.4967
S -0.2927 1.8316 -0.7996 0.0730
C -0.2617 2.2297 0.9798 -0.7490
H -0.0229 -1.6582 -2.0986 0.2312
H 0.8723 -0.2788 -2.6675 0.1927
H -0.8985 -0.3374 -2.8415 0.1870
H 0.6822 -0.2532 -0.1534 0.2737
H -1.0918 -0.3413 -0.3284 0.2009
H -1.2716 2.4331 1.3341 0.1921
H 0.1791 1.4041 1.5344 0.2846
H 0.3399 3.1327 1.0744 0.1988
```

Summary:
**Total charge**: -1
**Lowest unoccupied orbital energy**: 0.1277 Eh
**Highest occupied orbital energy**: -0.156 Eh

=====

<b>
ORCA calculation (ωB97M-V/def2-TZVPD) on a cluster of 2 separate species, C4H9O2S in total.

The geometry in XYZ format:
```
16
Properties=species:S:1:pos:R:3:nbo_charge:R:1
C -0.2124 1.8434 -0.9803 -0.6134
C -0.2386 1.1728 0.3937 -0.5455
S 1.4773 0.8943 0.9648 0.0915
C 1.3815 -0.8992 1.2705 -0.7405
H -1.2446 2.0431 -1.3300 0.1888
H 0.2671 1.1924 -1.7117 0.2454
H 0.3557 2.8071 -0.9546 0.1737
H -0.7070 0.1821 0.2870 0.2921
H -0.7617 1.7475 1.1931 0.1837
H 0.8135 -1.0636 2.2121 0.1994
H 0.8113 -1.3455 0.4423 0.2820
H 2.4055 -1.2663 1.3837 0.1931
O -1.3030 -1.8264 0.4383 -0.7813
C -1.0895 -1.8341 -0.7927 0.6154
O -0.2564 -1.0943 -1.4017 -0.8029
H -1.6987 -2.5533 -1.4147 0.0186
```

Summary:
**Total charge**: -1
**Lowest unoccupied orbital energy**: 0.1309 Eh
**Highest occupied orbital energy**: -0.158 Eh

=====

<a> comes first in stability; the runner-up is 0.0055 hartree higher.